Entry from OMol25: a molecular structure, C44H54ClCrN9O8PS4 (ωB97M-V/def2-TZVPD).

Summary:
Multiplicity: 2
LUMO (alpha / beta) (eV): 3.323 / 3.323
Net charge: -2
Gap between HOMO and LUMO (alpha / beta) (eV): 6.13 / 5.96
⟨S²⟩: 0.77
HOMO energy (alpha / beta) (eV): -2.8039 / -2.6416

Element x y z (Å)
1 Cr -0.476 -0.709 0.348
2 O 1.302 3.431 -5.686
3 C 0.682 3.088 -4.522
4 O -0.401 3.531 -4.276
5 C 1.453 2.212 -3.627
6 C 2.792 2.280 -3.302
7 Cl 3.971 3.389 -3.870
8 N 3.036 1.386 -2.315
9 N 1.901 0.730 -2.001
10 C 0.951 1.193 -2.772
11 C -0.431 0.530 -2.836
12 O -0.916 0.458 -3.959
13 O -0.978 0.144 -1.747
14 C 4.237 1.053 -1.644
15 C 5.467 1.038 -2.298
16 C 6.604 0.667 -1.600
17 C 6.522 0.300 -0.264
18 C 5.291 0.306 0.376
19 C 4.150 0.683 -0.309
20 H 2.156 2.988 -5.755
21 H 5.536 1.291 -3.346
22 H 7.558 0.645 -2.112
23 H 7.411 -0.009 0.269
24 H 5.211 0.025 1.419
25 H 3.188 0.689 0.182
26 N 6.365 5.350 3.213
27 C 5.389 4.369 3.429
28 C 5.385 3.198 2.672
29 C 4.439 2.218 2.907
30 C 3.489 2.400 3.895
31 C 3.497 3.544 4.673
32 C 4.445 4.525 4.444
33 S 2.235 1.140 4.179
34 O 2.934 0.021 4.758
35 O 1.218 1.761 5.002
36 N 1.661 0.680 2.751
37 C 1.065 1.529 1.921
38 S 1.129 3.312 2.081
39 C 0.293 3.462 0.565
40 C 0.017 2.247 0.072
41 N 0.421 1.159 0.817
42 H 6.766 5.334 2.289
43 H 6.085 6.275 3.497
44 H 6.116 3.071 1.881
45 H 4.413 1.317 2.312
46 H 2.732 3.658 5.429
47 H 4.451 5.434 5.035
48 H 0.087 4.426 0.134
49 H -0.478 2.090 -0.869
50 C -1.487 -3.108 3.984
51 C -1.685 -2.496 2.592
52 C -3.098 -1.916 2.516
53 C -0.616 -1.444 2.293
54 H -2.226 -3.896 4.150
55 H -1.608 -2.338 4.751
56 H -0.489 -3.540 4.076
57 H -1.592 -3.308 1.863
58 H -3.293 -1.296 3.397
59 H -3.827 -2.724 2.491
60 H -3.222 -1.302 1.626
61 H 0.342 -1.831 2.651
62 H -0.823 -0.585 2.934
63 C -3.635 3.744 -1.148
64 C -3.558 2.291 -1.585
65 N -3.222 1.433 -0.462
66 C -2.996 1.877 0.818
67 N -2.286 1.145 1.606
68 C -2.207 1.519 3.007
69 C -2.418 3.005 3.275
70 C -3.677 3.459 2.556
71 N -3.590 3.074 1.166
72 C -4.362 3.804 0.188
73 H -4.159 4.335 -1.900
74 H -2.631 4.154 -1.019
75 H -2.818 2.161 -2.379
76 H -4.531 1.974 -1.983
77 H -2.650 0.633 -0.700
78 H -1.228 1.231 3.391
79 H -2.965 0.945 3.557
80 H -1.568 3.575 2.904
81 H -2.498 3.165 4.351
82 H -3.773 4.549 2.599
83 H -4.565 3.017 3.034
84 H -4.450 4.836 0.537
85 H -5.379 3.393 0.086
86 C -5.449 -2.105 -1.472
87 C -4.861 -2.961 -2.591
88 C -4.116 -2.098 -3.605
89 O -4.025 -4.036 -2.130
90 P -3.055 -4.089 -0.821
91 S -4.060 -4.752 0.727
92 S -2.026 -2.330 -0.851
93 O -2.123 -5.329 -1.258
94 C -1.584 -5.702 -2.529
95 C -1.011 -4.544 -3.328
96 C -2.628 -6.467 -3.340
97 H -6.259 -1.492 -1.872
98 H -4.674 -1.460 -1.062
99 H -5.832 -2.738 -0.673
100 H -5.678 -3.485 -3.103
101 H -3.272 -1.601 -3.131
102 H -4.794 -1.342 -4.006
103 H -3.740 -2.706 -4.430
104 H -0.777 -6.392 -2.261
105 H -1.777 -3.791 -3.501
106 H -0.652 -4.914 -4.291
107 H -0.190 -4.081 -2.791
108 H -3.399 -5.790 -3.702
109 H -3.098 -7.228 -2.717
110 H -2.140 -6.942 -4.194
111 N 4.848 -5.410 -1.955
112 C 4.071 -4.666 -1.540
113 C 3.080 -3.767 -1.064
114 C 2.961 -3.441 0.286
115 C 1.960 -2.583 0.708
116 C 1.018 -2.018 -0.161
117 C 1.172 -2.364 -1.516
118 C 2.172 -3.199 -1.968
119 H 3.673 -3.849 0.994
120 H 1.924 -2.336 1.762
121 H 0.485 -1.957 -2.247
122 H 2.270 -3.429 -3.022

Cartesian forces, eV/Å:
Cr 0.24 -0.19 0.61
O -0.09 0.09 -0.06
C -0.02 0.16 -0.19
O 0.02 0.00 0.02
C 0.19 -0.20 0.17
C -0.21 0.14 0.06
Cl 0.00 0.08 -0.02
N -0.27 0.19 -0.38
N 0.08 -0.48 0.25
C -0.15 -0.16 -0.07
C -0.33 0.13 0.22
O 0.12 0.01 -0.08
O 0.76 0.02 0.46
C 0.37 -0.15 0.26
C -0.20 0.00 -0.07
C 0.03 -0.02 0.07
C 0.04 -0.02 -0.01
C 0.11 -0.11 -0.12
C -0.12 0.09 -0.01
H -0.02 -0.08 0.06
H -0.02 -0.04 0.00
H -0.01 0.00 0.00
H 0.01 0.01 0.02
H 0.11 -0.24 -0.22
H -0.16 -0.06 0.06
N 0.10 -0.02 0.06
C -0.07 -0.12 0.10
C 0.01 0.02 -0.05
C -0.07 0.10 0.10
C -0.39 -0.29 0.12
C -0.09 -0.01 -0.07
C 0.09 0.06 -0.08
S -0.25 -0.34 -0.30
O 0.07 -0.04 -0.19
O 0.03 0.28 -0.04
N 0.44 0.10 0.42
C 0.25 0.40 0.12
S -0.12 -0.37 -0.28
C 0.23 0.10 0.28
C 0.07 0.33 -0.03
N 0.28 -0.11 0.04
H -0.04 0.07 -0.02
H 0.01 0.03 -0.08
H 0.02 -0.04 -0.03
H -0.10 0.23 0.16
H 0.00 0.05 0.01
H -0.01 0.00 0.05
H -0.08 -0.01 -0.06
H -0.15 -0.12 0.08
C 0.11 0.06 -0.27
C -0.14 -0.01 -0.15
C 0.14 -0.15 0.00
C -0.30 0.07 0.01
H -0.02 -0.01 0.07
H 0.04 -0.03 0.07
H 0.02 -0.03 0.09
H -0.12 0.04 0.03
H 0.04 0.09 0.00
H -0.09 0.05 0.02
H -0.11 -0.03 0.01
H 0.11 0.18 -0.36
H 0.12 0.16 -0.11
C -0.16 -0.12 0.04
C -0.06 -0.01 -0.05
N 0.08 0.20 0.15
C 0.05 -0.25 0.22
N -0.24 -0.03 -0.49
C 0.01 0.06 -0.10
C -0.12 -0.18 -0.08
C 0.13 -0.09 0.11
N -0.02 0.15 -0.12
C 0.07 -0.05 -0.08
H 0.02 0.01 -0.03
H 0.01 0.02 0.00
H -0.03 -0.03 0.01
H 0.04 0.08 -0.08
H -0.11 -0.05 -0.12
H -0.03 -0.03 0.09
H 0.13 -0.02 0.10
H 0.06 0.02 -0.02
H -0.02 0.09 0.01
H -0.07 -0.04 0.00
H -0.01 0.07 0.00
H -0.02 -0.03 0.00
H 0.00 0.07 -0.04
C 0.07 -0.27 -0.05
C -0.04 0.28 -0.06
C -0.06 -0.20 0.08
O 0.26 0.12 0.01
P -0.02 0.10 -0.02
S 0.12 0.19 -0.06
S -0.70 -0.79 -0.20
O 0.08 0.13 0.09
C -0.10 0.01 -0.28
C -0.03 -0.07 0.13
C 0.09 0.02 0.16
H 0.00 0.02 -0.04
H -0.04 0.08 0.09
H -0.05 0.03 0.03
H 0.05 0.02 0.08
H 0.02 0.06 -0.02
H -0.01 0.02 -0.04
H -0.02 0.00 -0.03
H -0.03 0.06 -0.04
H 0.02 0.05 -0.06
H 0.03 -0.03 -0.01
H 0.01 0.05 0.00
H -0.02 0.01 0.01
H -0.01 -0.04 -0.03
H -0.01 -0.06 -0.02
N 0.02 0.07 0.06
C 0.35 -0.36 -0.16
C -0.54 0.45 0.05
C 0.19 -0.10 -0.13
C -0.03 0.16 0.28
C 0.06 0.23 -0.08
C 0.00 0.20 -0.01
C 0.25 -0.11 0.05
H -0.05 -0.02 0.05
H 0.06 -0.01 -0.04
H -0.05 -0.01 -0.03
H -0.07 -0.01 -0.02

Löwdin population analysis, charges in e, atoms 1 to 5:
1. Cr 0.601
2. O 0.085
3. C -0.481
4. O 0.133
5. C -0.081



Entry from OMol25: a molecular structure, C44H54F4IrN7O3Sb (ωB97M-V/def2-TZVPD).

Summary:
Multiplicity: 2
LUMO (alpha / beta) (eV): -12.442 / -11.959
Net charge: +4
Gap between HOMO and LUMO (alpha / beta) (eV): 2.84 / 4.74
⟨S²⟩: 0.77
HOMO energy (alpha / beta) (eV): -15.2784 / -16.6980
Energy above the lowest of the compared OMol25 structures with the same formula, charge and spin (kcal/mol): 61.2

Element x y z (Å)
1 Ir 0.137 0.933 1.209
2 C 1.349 0.642 4.160
3 C -0.053 0.085 4.412
4 N -0.690 -0.228 3.122
5 C -2.155 -0.289 3.150
6 C -2.724 -0.141 1.741
7 N -2.236 1.102 1.140
8 C -2.809 1.349 -0.185
9 C -2.270 2.619 -0.887
10 C -1.409 3.567 -0.051
11 N -0.064 3.035 0.186
12 C 0.808 3.925 0.963
13 C 0.423 3.927 2.446
14 N 0.298 2.551 2.958
15 C 1.364 2.150 3.883
16 H 1.986 0.440 5.020
17 H 1.773 0.118 3.296
18 H 0.002 -0.814 5.036
19 H -0.665 0.811 4.952
20 H -0.324 -1.128 2.810
21 H -2.508 -1.230 3.585
22 H -2.519 0.527 3.780
23 H -2.396 -0.971 1.110
24 H -3.820 -0.158 1.792
25 H -2.530 1.870 1.744
26 H -2.592 0.469 -0.801
27 H -3.901 1.428 -0.091
28 H -1.696 2.318 -1.764
29 H -3.124 3.194 -1.246
30 H -1.326 4.513 -0.604
31 H -1.880 3.787 0.908
32 H 0.373 2.879 -0.723
33 H 1.831 3.558 0.862
34 H 0.760 4.951 0.580
35 H 1.196 4.471 2.993
36 H -0.517 4.463 2.585
37 H -0.578 2.471 3.468
38 H 2.320 2.406 3.428
39 H 1.268 2.701 4.826
40 C 5.998 -0.010 -4.109
41 C 5.741 -1.158 -3.133
42 N 4.925 -0.719 -2.006
43 C 3.622 -0.993 -2.021
44 C 2.695 -0.517 -1.118
45 C 1.284 -0.982 -1.284
46 O 1.048 -1.706 -2.273
47 O 0.382 -0.685 -0.449
48 C 3.115 0.402 -0.106
49 O 2.371 0.993 0.713
50 C 4.544 0.659 -0.082
51 C 5.067 1.542 0.870
52 C 6.396 1.842 0.921
53 F 6.765 2.745 1.848
54 C 7.345 1.247 0.044
55 C 6.805 0.367 -0.904
56 C 5.440 0.088 -1.009
57 N 8.681 1.536 0.103
58 C 9.672 0.952 -0.774
59 C 10.678 1.998 -1.265
60 N 11.308 2.748 -0.129
61 C 10.767 2.315 1.185
62 C 9.246 2.376 1.156
63 H 6.643 -0.355 -4.912
64 H 6.470 0.839 -3.621
65 H 5.063 0.329 -4.548
66 H 6.677 -1.590 -2.775
67 H 5.197 -1.950 -3.647
68 H 3.257 -1.636 -2.812
69 H 4.398 2.008 1.572
70 H 7.466 -0.129 -1.588
71 H 9.206 0.547 -1.669
72 H 10.192 0.127 -0.273
73 H 10.181 2.713 -1.924
74 H 11.448 1.485 -1.845
75 H 11.123 3.753 -0.244
76 H 12.329 2.636 -0.142
77 H 11.133 2.986 1.965
78 H 11.128 1.311 1.417
79 H 8.925 3.417 1.010
80 H 8.896 2.052 2.141
81 F 0.525 -8.335 -4.003
82 C 0.197 -7.128 -3.580
83 C -0.966 -6.531 -4.068
84 C -1.321 -5.287 -3.588
85 C -0.517 -4.652 -2.648
86 C 0.638 -5.255 -2.166
87 C 1.017 -6.493 -2.646
88 Sb -1.207 -2.806 -1.768
89 C -2.789 -3.762 -0.525
90 C -2.607 -3.791 0.848
91 C -3.587 -4.339 1.652
92 C -4.720 -4.875 1.046
93 F -5.666 -5.395 1.809
94 C -4.882 -4.887 -0.335
95 C -3.897 -4.329 -1.129
96 C -2.413 -1.965 -3.346
97 C -3.720 -1.594 -3.052
98 C -4.552 -1.135 -4.055
99 C -4.050 -1.048 -5.352
100 F -4.838 -0.600 -6.317
101 C -2.733 -1.394 -5.653
102 C -1.910 -1.842 -4.635
103 H -1.562 -7.051 -4.803
104 H -2.212 -4.803 -3.959
105 H 1.243 -4.747 -1.427
106 H 1.914 -6.986 -2.304
107 H -1.697 -3.392 1.280
108 H -3.490 -4.373 2.726
109 H -5.769 -5.330 -0.763
110 H -4.007 -4.330 -2.203
111 H -4.093 -1.660 -2.039
112 H -5.576 -0.854 -3.854
113 H -2.378 -1.309 -6.671
114 H -0.879 -2.094 -4.843

Cartesian forces, eV/Å:
Ir -0.27 1.48 -0.17
C -0.12 0.11 0.05
C 0.49 -0.04 0.14
N 0.29 -0.75 -0.52
C -0.15 -0.13 -0.29
C -0.08 -0.13 0.42
N 1.27 -0.11 0.50
C -0.04 0.14 -0.46
C 0.05 -0.09 0.22
C -0.22 -0.03 -0.31
N 0.65 -0.44 -0.63
C 0.00 0.13 0.24
C 0.08 0.30 -0.56
N -0.52 -1.26 -1.22
C 0.47 -0.56 0.28
H 0.04 0.03 -0.01
H 0.07 -0.03 0.15
H -0.06 0.14 0.00
H -0.08 -0.05 -0.01
H -0.19 0.07 0.27
H -0.07 0.13 0.08
H -0.02 -0.04 0.01
H -0.06 0.03 -0.01
H 0.09 -0.04 -0.06
H 0.15 -0.06 0.00
H -0.06 0.10 0.10
H 0.17 -0.12 0.02
H 0.02 0.07 -0.08
H 0.07 -0.02 -0.09
H -0.09 -0.04 0.21
H 0.00 0.08 0.02
H -0.09 0.18 0.16
H -0.04 0.00 -0.07
H 0.08 -0.04 0.07
H -0.14 -0.04 0.08
H 0.03 -0.08 0.10
H 0.02 0.01 -0.14
H 0.00 0.13 0.01
H -0.01 0.08 -0.14
C -0.02 -0.19 0.12
C 0.46 0.02 -0.72
N -0.60 -0.32 0.03
C -0.11 -0.05 -0.04
C -0.44 0.11 0.14
C 0.91 0.77 0.51
O -1.56 -1.30 -0.06
O -1.18 0.26 0.93
C -0.03 -0.24 -0.25
O -1.00 0.23 0.90
C 0.16 0.02 -0.15
C 0.33 -0.05 -0.10
C -0.53 -0.10 0.02
F 0.13 -0.03 -0.09
C -0.45 -0.11 -0.11
C 0.12 -0.05 -0.06
C -0.16 0.69 0.85
N 0.27 0.14 0.00
C 0.12 -0.10 -0.09
C -0.45 -0.56 -0.73
N 0.45 0.40 -0.04
C -0.46 -0.19 0.73
C -0.04 0.29 0.35
H 0.05 0.00 -0.06
H 0.06 0.05 0.02
H -0.08 0.04 -0.05
H -0.15 -0.03 0.09
H 0.06 -0.02 0.16
H 0.22 0.01 -0.05
H -0.05 0.10 0.13
H 0.08 -0.04 -0.09
H 0.12 0.04 0.04
H -0.04 -0.02 -0.16
H 0.12 0.01 0.18
H 0.05 0.19 0.14
H 0.16 -0.25 0.04
H -0.19 0.07 -0.02
H 0.03 -0.03 -0.17
H 0.08 0.14 -0.19
H 0.11 -0.12 0.17
H 0.14 0.14 -0.14
F 0.05 0.04 -0.07
C -0.17 0.44 0.20
C 0.41 -0.40 0.19
C -0.16 0.54 -0.09
C 0.48 0.62 0.56
C 0.04 0.23 -0.07
C -0.23 -0.30 -0.20
Sb -0.74 -1.03 -2.62
C 0.96 0.82 0.86
C 0.10 0.27 0.09
C -0.24 -0.25 -0.06
C 0.16 0.08 -0.05
F 0.07 0.06 -0.07
C 0.06 -0.12 0.43
C 0.09 0.36 -0.67
C 0.83 -0.19 1.13
C -0.19 0.28 0.23
C -0.05 -0.09 -0.15
C 0.05 0.05 0.10
F 0.24 -0.15 0.26
C -0.09 -0.05 -0.02
C 0.23 0.10 -0.27
H -0.06 -0.01 -0.02
H -0.11 -0.03 -0.15
H 0.15 -0.10 0.00
H 0.03 -0.07 0.05
H -0.10 -0.01 0.16
H 0.01 -0.07 0.10
H -0.03 -0.05 -0.08
H -0.14 -0.01 -0.09
H -0.11 0.01 0.03
H -0.05 0.01 -0.03
H 0.00 0.01 -0.03
H 0.05 -0.03 -0.12

Löwdin population analysis, charges in e, atoms 1 to 5:
1. Ir 1.241
2. C -0.165
3. C -0.191
4. N -0.165
5. C -0.175



no.,maximum force (eV Å⁻¹)
1,1.08
2,2.91